DFT (the ωB97M-V functional and the def2-TZVPD basis) results for a 2-piece molecular cluster, C10H12Si2 overall at a distorted geometry.

**DFT total energy**: -26315.1937 eV
**ΔE to the lowest compared entry with this formula, charge and spin**: 0.0 kcal/mol
**Gap between HOMO and LUMO**: 7.9148 eV
**SMILES string**: c1cc[siH]cc1.c1cc[siH]cc1
**Multiplicity**: 1

Positions of all 24 atoms, in Å:
C1 1.256 1.265 -0.954
C2 2.165 1.590 0.138
C3 0.932 -0.005 -1.330
C4 -2.716 0.005 -0.875
C5 -1.669 -1.491 0.825
C6 2.826 0.632 0.852
C7 -2.274 1.149 -0.347
C8 -1.143 -0.622 1.752
C9 -2.287 -1.251 -0.411
C10 1.615 -1.203 -0.973
Si1 -1.188 1.082 1.138
Si2 2.672 -1.125 0.457
H1 0.602 1.911 -1.512
H2 2.360 2.558 0.398
H3 0.188 0.002 -2.106
H4 -3.317 -0.043 -1.677
H5 -1.743 -2.579 0.919
H6 3.332 1.101 1.600
H7 -2.698 1.996 -0.869
H8 -0.802 -0.805 2.715
H9 -2.564 -2.056 -0.980
H10 1.264 -2.036 -1.474
H11 -0.876 2.324 1.721
H12 3.482 -2.205 1.296

DFT (the ωB97M-V functional and the def2-TZVPD basis) results for C10H13AlN2O6 as an isolated structure at a distorted geometry.

**DFT total energy**: -32421.0275 eV
**ΔE to the lowest compared entry with this formula, charge and spin**: 0.0 kcal/mol
**Gap between HOMO and LUMO**: 7.1337 eV
**Total charge**: +2
**Multiplicity**: 1

Positions of all 32 atoms, in Å:
O1 4.329 -1.227 -3.537
C1 3.467 -1.411 -2.882
Al1 0.061 -0.075 -0.043
C2 -1.395 -0.727 1.054
O2 -2.283 -1.131 1.690
C3 -0.240 1.829 0.443
O3 -0.357 2.976 0.680
C4 -0.932 0.234 -1.633
O4 -1.563 0.473 -2.591
C5 1.344 -0.133 1.340
O5 2.198 -0.160 2.120
H1 1.207 0.576 -0.897
C6 -1.399 1.604 2.960
N1 -2.705 1.499 2.210
C7 -3.802 1.464 3.181
C8 -2.951 1.344 0.894
O6 -2.028 0.974 0.086
N2 -4.122 1.348 0.227
C9 -5.475 1.522 0.755
C10 -4.198 0.940 -1.212
H2 -1.531 1.597 4.061
H3 -0.939 2.578 2.793
H4 -0.713 0.766 2.785
H5 -4.332 2.434 3.198
H6 -4.432 0.580 3.019
H7 -3.481 1.349 4.230
H8 -6.044 2.235 0.142
H9 -6.003 0.560 0.754
H10 -5.567 1.932 1.773
H11 -3.681 1.676 -1.838
H12 -3.792 -0.065 -1.349
H13 -5.242 0.895 -1.566

DFT (the ωB97M-V functional and the def2-TZVPD basis) results for C10H13BrN4 as an isolated structure.

**DFT total energy**: -86565.3116 eV
**ΔE to the lowest compared entry with this formula, charge and spin**: 25.8 kcal/mol
**Gap between HOMO and LUMO (alpha / beta)**: 6.4809 / 6.5475 eV
**Total charge**: +2
**Multiplicity**: 1

Positions of all 28 atoms, in Å:
C1 -0.052 3.808 -1.176
C2 -1.022 2.971 -1.720
C3 0.903 3.287 -0.307
C4 -1.043 1.629 -1.409
C5 0.910 1.943 -0.003
C6 -0.064 1.079 -0.551
C7 -1.076 -2.441 -0.024
C8 1.301 -2.295 0.070
C9 -0.054 -0.319 -0.262
C10 -1.637 -0.363 2.739
N1 -1.098 -1.124 -0.414
N2 1.136 -0.940 0.152
N3 0.205 -3.035 -0.069
N4 2.506 -2.820 0.114
Br1 -1.563 -2.141 2.528
H1 -0.044 4.860 -1.423
H2 -1.754 3.379 -2.402
H3 1.643 3.940 0.130
H4 -1.778 0.994 -1.880
H5 1.637 1.582 0.712
H6 -1.897 -3.071 -0.327
H7 -2.607 0.101 2.755
H8 -0.764 0.152 3.088
H9 -1.992 -0.719 -0.677
H10 1.954 -0.342 0.204
H11 0.254 -4.047 -0.100
H12 3.336 -2.248 0.199
H13 2.660 -3.819 0.055

DFT (the ωB97M-V functional and the def2-TZVPD basis) results for C10H13ClF5O6PTeY as an isolated structure at a distorted geometry.

**DFT total energy**: -66598.9686 eV
**Gap between HOMO and LUMO**: 7.2431 eV
**Total charge**: +1
**Multiplicity**: 1

Positions of all 38 atoms, in Å:
Y1 -0.276 0.922 -1.144
Cl1 -3.992 -1.398 4.759
C1 -3.324 -1.029 3.217
C2 -3.495 -1.927 2.149
C3 -2.941 -1.675 0.919
C4 -2.175 -0.519 0.687
O1 -1.604 -0.334 -0.483
C5 -2.058 0.422 1.757
C6 -1.392 1.663 1.594
O2 -0.754 2.039 0.576
C7 -2.641 0.136 3.015
H1 -4.075 -2.827 2.307
H2 -3.071 -2.370 0.100
H3 -1.453 2.361 2.436
H4 -2.530 0.848 3.823
F1 -1.148 0.546 -3.300
Te1 0.137 1.960 -3.912
F2 -1.111 2.808 -4.974
F3 0.368 0.783 -5.328
F4 1.356 0.654 -2.976
F5 1.663 2.804 -4.529
O3 -0.082 2.788 -2.355
C8 3.472 -1.430 -1.734
O4 2.606 -1.546 -0.587
P1 1.695 -0.387 -0.019
O5 1.245 -1.020 1.372
C9 0.615 -2.314 1.452
O6 2.765 0.702 0.444
C10 2.475 2.102 0.557
H5 4.129 -2.293 -1.699
H6 4.065 -0.519 -1.676
H7 2.893 -1.444 -2.655
H8 0.041 -2.324 2.375
H9 1.379 -3.087 1.486
H10 -0.044 -2.489 0.600
H11 3.428 2.621 0.531
H12 1.969 2.315 1.496
H13 1.866 2.461 -0.282

DFT (the ωB97M-V functional and the def2-TZVPD basis) results for C10H13CoNP as an isolated structure at a distorted geometry.

**DFT total energy**: -58980.3836 eV
**ΔE to the lowest compared entry with this formula, charge and spin**: 34.3 kcal/mol
**Gap between HOMO and LUMO (alpha / beta)**: 4.1750 / 6.1574 eV
**Multiplicity**: 5

Positions of all 26 atoms, in Å:
C1 -0.520 0.487 -1.553
C2 -1.328 1.647 -1.728
C3 -0.453 2.764 -1.790
C4 0.895 2.318 -1.859
C5 0.870 0.911 -1.624
Co1 1.138 -1.169 0.877
P1 0.128 -3.137 0.354
H1 -0.879 -0.510 -1.324
H2 -2.413 1.687 -1.675
H3 -0.776 3.795 -1.787
H4 1.749 0.273 -1.475
H5 1.778 2.944 -1.916
H6 1.020 -4.121 -0.216
H7 -0.950 -3.363 -0.572
H8 -0.373 -3.959 1.434
C6 1.198 1.623 4.466
C7 1.254 2.414 3.308
C8 1.001 1.828 2.061
N1 0.732 0.503 1.965
C9 0.504 -0.223 3.115
C10 0.797 0.288 4.369
H9 1.445 2.048 5.441
H10 1.511 3.471 3.357
H11 1.012 2.403 1.130
H12 0.037 -1.206 2.973
H13 0.711 -0.381 5.231

DFT (the ωB97M-V functional and the def2-TZVPD basis) results for C10H13CuO8P2S2Te as an isolated structure at a distorted geometry.

**DFT total energy**: -119151.3325 eV
**ΔE to the lowest compared entry with this formula, charge and spin**: 29.1 kcal/mol
**Gap between HOMO and LUMO**: 5.7931 eV
**Total charge**: -2
**Multiplicity**: 1

Positions of all 37 atoms, in Å:
Cu1 1.811 -1.008 0.532
O1 0.456 -3.236 1.989
P1 -0.572 -2.301 1.194
O2 -1.941 -2.588 1.652
O3 -0.087 -0.859 1.192
O4 -0.428 -2.856 -0.361
P2 0.945 -2.590 -1.184
O5 0.401 -3.029 -2.662
O6 2.008 -3.514 -0.730
O7 1.225 -1.113 -1.326
H1 1.394 -3.178 1.724
H2 0.220 -3.974 -2.592
C1 6.288 -2.429 3.587
O8 5.594 -1.449 2.841
C2 4.394 -1.775 2.276
S1 3.766 -3.308 2.395
S2 3.691 -0.436 1.508
H3 6.981 -1.890 4.236
H4 6.846 -3.100 2.929
H5 5.593 -3.029 4.175
C3 -3.220 0.919 -2.373
Te1 -1.532 -0.180 -1.451
C4 -1.304 1.682 -0.367
C5 -2.273 2.694 -0.895
C6 -2.267 4.006 -0.423
C7 -3.167 4.945 -0.902
C8 -4.094 4.580 -1.868
C9 -4.107 3.278 -2.343
C10 -3.205 2.328 -1.868
H6 -4.174 0.452 -2.116
H7 -3.162 0.913 -3.464
H8 -0.274 2.031 -0.449
H9 -1.484 1.468 0.686
H10 -1.544 4.293 0.332
H11 -3.146 5.961 -0.524
H12 -4.803 5.306 -2.250
H13 -4.829 2.985 -3.098